(1)
Entry from the Open Molecules 2025 dataset: C22H28BaN6Se as an isolated structure in a non-equilibrium geometry (ωB97M-V/def2-TZVPD).

Geometry (Å):
Ba (-0.367, 1.403, 0.163)
Se (0.260, -0.612, 2.476)
N (1.230, 6.001, 0.040)
N (-1.527, -0.996, -0.138)
N (0.256, 3.853, -0.541)
N (-0.773, 7.253, -0.087)
N (1.304, 8.310, -0.108)
N (1.357, -0.776, 0.091)
C (2.868, -2.784, -1.704)
C (4.773, -2.155, -0.135)
C (-2.922, 0.072, -2.495)
C (-3.126, -2.834, 1.734)
C (3.471, 0.218, 0.786)
C (0.682, 4.913, -0.272)
C (-5.743, -1.151, -0.469)
C (4.828, -0.028, 1.081)
C (0.562, 7.164, -0.010)
C (3.497, -1.848, -0.614)
C (1.324, -3.112, 1.085)
C (2.703, 1.440, 1.181)
C (-3.691, -1.886, 0.721)
C (2.710, -0.844, 0.095)
C (-1.068, -3.405, -0.364)
C (-0.727, -2.012, 0.096)
C (5.421, -1.259, 0.693)
C (-2.914, -1.083, -0.189)
C (-3.581, -0.416, -1.255)
C (0.576, -1.814, 0.772)
C (-5.123, -1.843, 0.564)
C (-4.971, -0.298, -1.224)
H (-2.235, -2.439, 2.241)
H (-1.314, 8.065, -0.388)
H (-3.477, -0.357, -3.375)
H (-3.033, -3.830, 1.265)
H (-3.935, -2.965, 2.415)
H (2.714, -3.815, -1.272)
H (0.865, 9.193, 0.052)
H (3.274, 2.278, 1.621)
H (2.085, -2.857, 1.829)
H (2.103, 1.800, 0.323)
H (-5.747, -2.330, 1.303)
H (-1.903, -0.258, -2.622)
H (-1.288, 6.392, -0.249)
H (1.998, 1.021, 1.967)
H (6.383, -1.467, 1.127)
H (5.125, -3.163, -0.467)
H (3.681, -2.915, -2.455)
H (-6.841, -1.263, -0.667)
H (-0.259, -3.778, -1.051)
H (1.935, -2.323, -2.193)
H (5.466, 0.597, 1.671)
H (0.640, -3.948, 1.372)
H (2.241, 8.197, 0.174)
H (-5.420, 0.531, -1.757)
H (-2.987, 1.150, -2.567)
H (-1.048, -4.129, 0.435)
H (-2.027, -3.426, -0.842)
H (1.717, -3.428, 0.134)

## Properties
Total charge: 0
Kohn-Sham gap (eV): 4.026
Energy relative to the best compared isomer or geometry (same formula, charge and spin) (kJ/mol): 183.0
Molecular weight (u): 592.8

Atom charges from the Mulliken analysis, given in e for atoms 1 to 6: Ba 1.512; Se -0.262; N -0.580; N 0.060; N -0.600; N -0.392

=====

(2)
Entry from the Open Molecules 2025 dataset: C20H43N2P3RhSe as an isolated structure in a non-equilibrium geometry (ωB97M-V/def2-TZVPD).

Geometry (Å):
Rh (-0.100, 0.094, 0.574)
Se (-0.244, 2.470, -2.944)
P (2.179, -0.297, 0.439)
P (0.296, 2.093, 1.532)
P (-2.363, 0.301, 0.540)
N (-0.304, -0.680, 2.382)
N (-0.241, -1.071, 4.834)
C (0.194, 1.163, -4.293)
C (0.748, 1.562, -5.529)
C (0.979, -1.659, 5.429)
C (-3.075, 1.887, -0.040)
C (-1.061, -4.386, -5.358)
C (0.017, -0.208, -4.059)
C (0.321, -1.155, -5.024)
C (-3.239, -0.217, 2.075)
C (-2.948, -0.898, -0.719)
C (1.753, 2.228, 2.648)
C (3.143, 1.081, -0.300)
C (-0.794, -4.261, -4.006)
C (-0.391, -0.903, 3.546)
C (-1.302, -0.693, 5.793)
C (1.038, 0.618, -6.519)
C (2.439, -1.704, -0.729)
C (0.490, 3.588, 0.457)
C (0.839, -0.742, -6.252)
C (-1.072, 2.561, 2.701)
C (2.988, -0.842, 2.002)
H (-2.674, -1.914, -0.403)
H (-2.257, -1.107, 5.466)
H (1.818, -2.552, -0.399)
H (3.218, 0.000, 2.672)
H (0.717, 4.472, 1.077)
H (-4.256, 0.195, 2.105)
H (1.311, 3.417, -0.254)
H (0.948, 2.610, -5.724)
H (-2.703, 0.100, 2.980)
H (3.919, -1.383, 1.770)
H (4.166, 0.773, -0.540)
H (-1.307, 1.727, 3.387)
H (1.768, 3.207, 3.153)
H (0.110, -2.202, -4.785)
H (-0.417, -0.488, -3.099)
H (2.663, 1.407, -1.228)
H (1.457, 0.832, -7.517)
H (-1.422, -3.653, -3.318)
H (-3.307, -1.316, 2.088)
H (-0.414, 1.597, -1.737)
H (2.678, 2.132, 2.073)
H (1.850, -0.988, 5.385)
H (-2.484, -0.690, -1.694)
H (-4.041, -0.833, -0.809)
H (1.719, 1.434, 3.405)
H (1.075, -1.461, -7.024)
H (-2.700, 2.745, 0.519)
H (-0.429, 3.760, -0.120)
H (-1.437, 0.393, 5.884)
H (2.144, -1.421, -1.754)
H (-2.822, 2.058, -1.091)
H (-1.994, 2.824, 2.162)
H (-1.897, -3.910, -5.890)
H (-1.043, -1.085, 6.780)
H (3.496, -2.018, -0.718)
H (2.301, -1.533, 2.516)
H (3.218, 1.961, 0.340)
H (0.782, -1.855, 6.489)
H (-0.455, -5.105, -5.988)
H (0.120, -4.775, -3.654)
H (1.229, -2.597, 4.928)
H (-4.165, 1.886, 0.075)
H (-0.772, 3.429, 3.311)

## Properties
Total charge: +3
⟨S²⟩: 6.0358
Kohn-Sham gap (alpha / beta) (eV): 7.645 / 4.243
Energy relative to the best compared isomer or geometry (same formula, charge and spin) (kJ/mol): 44.5
Molecular weight (u): 586.4
Spin multiplicity: 5

Atom charges from the natural (NBO) analysis, given in e for atoms 1 to 6: Rh 0.468; Se 0.496; P 0.932; P 0.960; P 0.960; N -0.569

=====

(3)
Entry from the Open Molecules 2025 dataset: one molecule with the formula C2H6N2O3 (ωB97M-V/def2-TZVPD).

Geometry (Å):
O (1.288, 0.667, -1.319)
O (-0.601, -1.598, -0.511)
O (0.217, -1.780, 1.556)
N (-1.180, 1.083, -0.062)
N (1.225, 0.821, 0.098)
C (-0.118, -1.098, 0.630)
C (-0.077, 0.442, 0.629)
H (-0.597, -2.567, -0.493)
H (1.379, 1.823, 0.246)
H (-0.078, 0.773, 1.674)
H (-2.054, 0.584, 0.093)
H (1.595, -0.242, -1.476)
H (-0.998, 1.091, -1.067)

## Properties
Total charge: 0
SMILES: N[C@H](NO)C(=O)O
Kohn-Sham gap (eV): 10.163
Energy relative to the best compared isomer or geometry (same formula, charge and spin) (kJ/mol): 259.8
Molecular weight (u): 106.1

Atom charges from the natural (NBO) analysis, given in e for atoms 1 to 6: O -0.594; O -0.693; O -0.575; N -0.842; N -0.327; C 0.756